# 1
A 6-piece molecular cluster, C37H81IN9O8 overall in a non-equilibrium geometry. Source: the Open Molecules 2025 dataset; level of theory: ωB97M-V with the def2-TZVPD basis set.

Last column: Mulliken charge in e.
Positions of all 136 atoms, in Å:
1 C 0.157 -2.293 5.416  -0.574
2 C -0.260 -3.584 4.544  -0.522
3 C 0.552 -3.701 3.163  -0.799
4 C 0.553 -2.324 2.295  -0.276
5 C -0.885 -2.078 1.623  -0.475
6 C -0.662 -1.152 0.289  -0.368
7 N -1.471 -1.771 -0.799  1.233
8 O -2.743 -1.282 -0.864  -0.400
9 C -3.726 -2.315 -1.150  0.559
10 C -5.232 -1.893 -0.708  -0.692
11 C -5.694 -2.907 0.452  -0.410
12 C -7.237 -3.387 0.281  -1.111
13 C -0.779 -1.786 -2.104  -2.354
14 N -0.142 -0.633 -2.734  1.023
15 C 1.313 -0.498 -2.389  -0.388
16 C 2.102 0.035 -3.701  -1.138
17 C -0.907 0.630 -2.549  -0.817
18 C -2.336 0.669 -3.278  -0.149
19 C -3.274 1.665 -2.395  -0.937
20 I -2.537 3.737 -2.442  0.077
21 N -0.666 -2.950 -2.773  1.130
22 C 0.068 -3.048 -4.096  -1.100
23 C 1.640 -3.402 -3.907  0.169
24 C 1.986 -4.941 -4.339  -0.753
25 C 2.766 -5.751 -3.164  -0.197
26 N 1.978 -7.007 -2.876  -0.683
27 C -1.210 -4.249 -2.266  -0.052
28 C -2.524 -4.733 -3.081  0.509
29 O -2.973 -4.086 -4.055  -0.471
30 O -3.087 -5.977 -2.628  -0.515
31 H 1.127 -1.814 4.988  -0.079
32 H -0.693 -1.522 5.280  0.202
33 H 0.378 -2.521 6.515  0.369
34 H 0.050 -4.507 5.173  0.326
35 H -1.394 -3.648 4.395  0.252
36 H 0.174 -4.584 2.529  0.322
37 H 1.661 -3.876 3.438  0.341
38 H 1.410 -2.454 1.534  0.288
39 H 0.828 -1.406 2.923  0.237
40 H -1.652 -1.605 2.342  0.215
41 H -1.337 -3.082 1.271  0.153
42 H -1.081 -0.112 0.576  0.250
43 H 0.464 -1.150 0.110  0.010
44 H -3.772 -2.408 -2.306  -0.011
45 H -3.391 -3.317 -0.719  -0.115
46 H -5.935 -2.063 -1.612  0.376
47 H -5.323 -0.787 -0.438  0.288
48 H -5.080 -3.886 0.489  0.249
49 H -5.500 -2.387 1.458  0.279
50 H -7.915 -2.504 0.530  0.296
51 H -7.442 -3.819 -0.769  0.302
52 H -7.377 -4.253 1.012  0.343
53 H 1.379 0.366 -1.619  0.544
54 H 1.759 -1.438 -1.927  0.350
55 H 1.368 -0.057 -4.576  0.320
56 H 2.321 1.152 -3.580  0.409
57 H 3.029 -0.610 -3.895  0.014
58 H -1.086 0.913 -1.444  0.179
59 H -0.276 1.495 -2.981  0.603
60 H -2.823 -0.363 -3.223  -0.047
61 H -2.281 1.041 -4.367  0.442
62 H -4.379 1.606 -2.711  0.551
63 H -3.220 1.343 -1.286  0.257
64 H -0.130 -2.160 -4.780  0.310
65 H -0.385 -3.966 -4.634  0.634
66 H 2.336 -2.747 -4.527  0.066
67 H 1.876 -3.359 -2.775  -0.045
68 H 1.045 -5.555 -4.566  0.433
69 H 2.632 -4.986 -5.290  0.323
70 H 2.967 -5.118 -2.233  0.281
71 H 3.767 -6.125 -3.606  0.190
72 H 0.970 -6.805 -2.818  0.183
73 H 2.250 -7.421 -1.974  0.270
74 H -1.333 -4.294 -1.135  0.412
75 H -0.401 -5.037 -2.526  -0.381
76 H -3.268 -5.807 -1.665  0.381
77 C -1.563 6.004 -7.107  0.080
78 O -1.050 4.903 -7.018  -0.580
79 N -2.651 6.424 -6.400  0.126
80 C -3.208 7.752 -6.560  -0.916
81 C -3.270 5.512 -5.459  -0.797
82 H -1.171 6.771 -7.793  0.273
83 H -3.172 8.272 -5.599  0.325
84 H -4.246 7.666 -6.891  0.324
85 H -2.644 8.326 -7.297  0.306
86 H -2.532 5.218 -4.707  0.040
87 H -3.600 4.617 -5.993  0.292
88 H -4.123 5.984 -4.971  0.402
89 C 5.148 -2.207 -5.013  0.010
90 O 4.903 -1.018 -5.119  -0.648
91 N 5.511 -3.030 -6.036  0.152
92 C 5.786 -4.438 -5.830  -0.929
93 C 5.625 -2.481 -7.374  -0.982
94 H 5.091 -2.725 -4.041  0.421
95 H 6.815 -4.648 -6.135  0.410
96 H 5.097 -5.029 -6.438  0.367
97 H 5.662 -4.711 -4.780  0.230
98 H 6.369 -1.681 -7.371  0.300
99 H 4.661 -2.060 -7.672  0.312
100 H 5.921 -3.255 -8.082  0.400
101 C -3.981 6.445 0.017  0.573
102 O -4.665 7.385 -0.342  -0.616
103 N -3.487 6.266 1.277  0.105
104 C -2.678 5.118 1.629  -0.606
105 C -3.781 7.257 2.294  -0.944
106 H -3.699 5.636 -0.677  -0.179
107 H -3.176 4.563 2.429  0.338
108 H -1.701 5.464 1.978  0.338
109 H -2.538 4.460 0.770  -0.004
110 H -4.864 7.332 2.419  0.295
111 H -3.398 8.228 1.971  0.297
112 H -3.321 6.980 3.244  0.377
113 C 2.298 0.155 6.152  0.135
114 O 2.398 -0.085 4.959  -0.692
115 N 2.003 1.368 6.690  0.205
116 C 1.902 1.573 8.124  -0.821
117 C 1.782 2.494 5.805  -0.989
118 H 2.448 -0.630 6.911  0.313
119 H 0.896 1.928 8.362  0.331
120 H 2.638 2.325 8.431  0.328
121 H 2.092 0.644 8.666  0.302
122 H 0.947 2.265 5.136  0.299
123 H 2.678 2.658 5.202  0.309
124 H 1.556 3.393 6.379  0.365
125 C 4.374 3.510 9.845  0.221
126 O 3.245 3.780 9.469  -0.713
127 N 5.190 4.345 10.545  0.113
128 C 6.522 3.950 10.958  -0.896
129 C 4.712 5.670 10.889  -0.944
130 H 4.834 2.530 9.637  0.204
131 H 6.586 4.001 12.048  0.330
132 H 7.249 4.637 10.516  0.334
133 H 6.747 2.933 10.633  0.314
134 H 3.807 5.579 11.495  0.292
135 H 4.466 6.211 9.972  0.292
136 H 5.472 6.219 11.446  0.381

total energy: -77560.4682 eV
orbital gap: 6.96 eV
E_HOMO: -10.397 eV
LUMO level: -3.43 eV
total charge: +1

***

# 2
A 10-piece molecular cluster, C37H81N2O15PS overall in a non-equilibrium geometry. Source: the Open Molecules 2025 dataset; level of theory: ωB97M-V with the def2-TZVPD basis set.

Last column: Mulliken charge in e.
Positions of all 137 atoms, in Å:
1 C 1.237 -2.785 -0.636  0.020
2 C 2.037 -3.819 -1.606  -0.637
3 S 0.996 -4.368 -3.042  -0.097
4 C 0.673 -2.961 -4.225  -0.729
5 N 0.761 -1.615 -3.583  0.656
6 C 2.126 -1.103 -3.687  0.128
7 O 3.227 -1.680 -3.807  -0.623
8 C 1.903 0.474 -3.660  -0.838
9 C 2.907 1.647 -3.574  -0.362
10 C 2.335 3.091 -3.569  1.496
11 C 3.315 4.376 -3.465  -1.220
12 P 5.047 3.943 -2.837  1.153
13 O 5.790 5.299 -2.581  -0.730
14 O 5.857 3.116 -4.099  -0.536
15 O 5.050 3.105 -1.360  -0.494
16 C 0.781 3.354 -3.660  0.358
17 C 0.327 4.886 -3.681  -1.695
18 C -0.243 2.188 -3.729  0.617
19 C -1.852 2.386 -3.792  -0.084
20 C -2.287 3.214 -2.489  -0.414
21 C -3.820 3.043 -2.055  -0.918
22 C -4.399 1.548 -2.177  -0.084
23 N -5.278 1.511 -3.398  -0.323
24 C -6.476 0.703 -3.200  0.569
25 C -6.932 -0.220 -4.459  -0.902
26 O -7.197 0.686 -2.169  -0.604
27 C 0.375 0.744 -3.734  -0.597
28 C -0.342 -0.671 -3.835  0.205
29 O -1.519 -1.004 -4.096  -0.697
30 H 1.628 -1.742 -0.887  0.048
31 H 1.399 -3.077 0.463  -0.010
32 H 0.134 -2.859 -0.955  -0.016
33 H 2.215 -4.766 -0.966  0.420
34 H 3.080 -3.447 -1.901  0.264
35 H -0.341 -3.172 -4.719  0.418
36 H 1.461 -3.058 -5.062  0.374
37 H 4.026 1.434 -3.501  0.276
38 H 3.338 4.975 -4.454  0.401
39 H 2.840 5.091 -2.695  0.331
40 H 5.128 2.912 -4.745  0.399
41 H 4.121 2.914 -1.097  0.370
42 H 0.165 5.216 -2.597  0.302
43 H -0.696 4.913 -4.218  0.404
44 H 1.040 5.557 -4.268  0.387
45 H -2.280 1.331 -3.861  0.009
46 H -2.073 2.904 -4.788  0.325
47 H -2.147 4.332 -2.755  0.127
48 H -1.538 3.028 -1.627  0.420
49 H -4.543 3.778 -2.566  0.397
50 H -3.867 3.318 -0.930  0.123
51 H -4.943 1.318 -1.208  0.484
52 H -3.574 0.742 -2.274  0.010
53 H -4.747 1.229 -4.237  0.326
54 H -6.023 -0.876 -4.697  0.189
55 H -7.877 -0.804 -4.214  0.282
56 H -7.087 0.519 -5.331  0.308
57 C -2.733 -1.898 0.407  -1.046
58 C -2.479 -0.405 0.452  -0.019
59 O -3.697 0.306 0.237  -0.176
60 H -3.159 -2.185 -0.559  0.166
61 H -1.807 -2.456 0.564  0.254
62 H -3.455 -2.191 1.174  0.421
63 H -1.773 -0.113 -0.330  0.177
64 H -2.064 -0.110 1.418  0.058
65 H -4.313 0.049 0.936  0.153
66 C -0.485 -2.211 4.814  -1.016
67 C 0.333 -1.840 3.593  0.255
68 O -0.388 -0.922 2.778  -0.468
69 H -1.437 -2.659 4.516  0.272
70 H 0.057 -2.920 5.444  0.277
71 H -0.721 -1.324 5.406  0.365
72 H 0.549 -2.726 2.993  0.046
73 H 1.283 -1.380 3.885  -0.099
74 H -0.567 -0.136 3.313  0.277
75 C 0.395 -2.592 9.789  -1.009
76 C 1.208 -2.215 8.566  -0.226
77 O 0.483 -1.295 7.757  -0.459
78 H -0.557 -3.039 9.494  0.221
79 H 0.940 -3.302 10.416  0.326
80 H 0.160 -1.705 10.386  0.346
81 H 1.423 -3.099 7.963  0.270
82 H 2.159 -1.755 8.855  0.314
83 H 0.304 -0.512 8.295  0.265
84 C -4.471 -4.187 -3.469  -0.921
85 C -3.473 -4.764 -2.484  0.242
86 O -2.217 -4.967 -3.118  -0.452
87 H -4.597 -4.858 -4.324  0.337
88 H -5.443 -4.032 -2.995  0.360
89 H -4.115 -3.231 -3.864  0.140
90 H -3.821 -5.729 -2.109  0.315
91 H -3.333 -4.092 -1.631  -0.163
92 H -1.911 -4.108 -3.439  0.195
93 C -2.519 -4.661 7.210  -0.789
94 C -3.034 -5.463 8.389  -0.433
95 O -2.842 -4.738 9.598  -0.516
96 H -1.457 -4.435 7.335  0.135
97 H -2.656 -5.210 6.275  0.414
98 H -3.042 -3.703 7.135  0.312
99 H -2.494 -6.408 8.473  0.290
100 H -4.100 -5.683 8.277  0.281
101 H -3.329 -3.907 9.520  0.295
102 C 7.118 0.100 -0.913  -1.018
103 C 5.921 -0.829 -0.873  0.062
104 O 4.891 -0.271 -0.063  -0.406
105 H 7.502 0.274 0.095  0.287
106 H 7.918 -0.320 -1.528  0.372
107 H 6.837 1.076 -1.320  0.125
108 H 6.200 -1.794 -0.446  0.350
109 H 5.523 -0.998 -1.879  0.044
110 H 4.643 0.578 -0.451  0.200
111 C -5.168 1.736 3.797  -0.906
112 C -5.178 3.078 3.093  -0.215
113 O -4.071 3.177 2.206  -0.484
114 H -4.239 1.604 4.358  0.224
115 H -6.011 1.649 4.486  0.362
116 H -5.221 0.918 3.072  0.223
117 H -5.103 3.891 3.819  0.295
118 H -6.101 3.212 2.520  0.260
119 H -4.149 2.459 1.560  0.232
120 C 5.565 9.299 -4.157  -0.953
121 C 5.526 8.386 -5.366  -0.194
122 O 6.373 7.263 -5.161  -0.495
123 H 6.586 9.642 -3.968  0.257
124 H 4.921 10.170 -4.304  0.329
125 H 5.237 8.766 -3.259  0.297
126 H 5.875 8.914 -6.256  0.296
127 H 4.507 8.029 -5.554  0.183
128 H 6.051 6.787 -4.376  0.274
129 C 4.101 -2.977 2.051  -0.841
130 C 3.553 -3.733 3.246  -0.291
131 O 3.772 -2.992 4.440  -0.546
132 H 5.171 -2.791 2.173  0.357
133 H 3.942 -3.539 1.127  0.207
134 H 3.617 -2.000 1.956  0.333
135 H 4.053 -4.698 3.350  0.356
136 H 2.478 -3.912 3.135  0.133
137 H 3.319 -2.144 4.344  0.320

total energy: -93493.1487 eV
orbital gap: 7.01 eV
E_HOMO: -8.685 eV
LUMO level: -1.68 eV
total charge: 0

***

# 3
C37H82AlClIN2O18 as an isolated structure. Source: the Open Molecules 2025 dataset; level of theory: ωB97M-V with the def2-TZVPD basis set.

Last column: Mulliken charge in e.
Positions of all 142 atoms, in Å:
1 C 2.198 4.095 -1.949  -1.242
2 C 1.692 3.349 -3.187  -0.095
3 C 0.828 2.155 -2.792  -0.229
4 Cl 0.667 1.050 -4.233  -0.322
5 Al -1.045 2.572 -2.235  -0.455
6 O -1.923 0.972 -2.233  -0.431
7 C -2.639 0.607 -1.264  0.637
8 N -3.288 0.267 -0.367  -0.645
9 O -0.967 3.199 -0.549  0.024
10 N -2.151 3.632 -0.068  0.280
11 O -2.030 4.427 0.801  -0.465
12 C -1.900 3.852 -3.534  -0.395
13 I -3.586 2.859 -4.482  -0.056
14 C -2.436 5.182 -2.989  -0.710
15 C -1.367 5.998 -2.238  -0.804
16 H 2.975 4.809 -2.234  0.349
17 H 2.641 3.394 -1.239  0.334
18 H 1.412 4.656 -1.444  0.214
19 H 1.162 4.023 -3.867  0.244
20 H 2.569 2.992 -3.742  0.190
21 H 1.375 1.574 -2.046  0.533
22 H -1.244 4.051 -4.384  0.613
23 H -2.782 5.792 -3.832  0.502
24 H -3.322 5.019 -2.373  0.358
25 H -1.770 6.406 -1.308  0.256
26 H -0.508 5.391 -1.953  -0.116
27 H -1.015 6.841 -2.834  0.397
28 C -0.895 1.605 7.874  -0.892
29 O -1.123 0.974 6.636  -0.226
30 C -2.199 0.055 6.614  -0.315
31 C -3.161 0.286 5.468  -0.079
32 O -3.880 1.500 5.500  -0.465
33 C -3.196 2.717 5.241  -0.330
34 C -2.705 2.900 3.820  -0.452
35 O -1.683 1.989 3.480  -0.341
36 C -1.879 1.273 2.268  -0.717
37 H -0.161 1.056 8.475  0.270
38 H -0.500 2.602 7.675  0.270
39 H -1.818 1.707 8.453  0.391
40 H -2.745 0.069 7.564  0.418
41 H -1.791 -0.957 6.486  0.138
42 H -3.924 -0.493 5.559  0.436
43 H -2.663 0.137 4.509  -0.131
44 H -2.388 2.889 5.956  0.041
45 H -3.951 3.490 5.410  0.409
46 H -2.308 3.921 3.741  0.379
47 H -3.548 2.821 3.126  0.362
48 H -2.937 1.117 2.048  0.528
49 H -1.403 0.297 2.382  0.231
50 H -1.407 1.785 1.430  0.110
51 C 5.445 -4.670 -6.509  -0.787
52 O 5.524 -3.419 -7.149  -0.315
53 C 5.010 -3.361 -8.463  -0.501
54 C 4.015 -2.238 -8.669  -0.216
55 O 2.800 -2.356 -7.961  -0.444
56 C 2.788 -2.190 -6.550  -0.277
57 C 3.036 -0.786 -6.049  -0.280
58 O 4.352 -0.331 -6.322  -0.365
59 C 4.441 0.937 -6.928  -0.795
60 H 6.350 -5.264 -6.678  0.284
61 H 5.344 -4.493 -5.438  0.243
62 H 4.578 -5.244 -6.848  0.373
63 H 4.546 -4.313 -8.743  0.329
64 H 5.845 -3.181 -9.155  0.363
65 H 3.721 -2.291 -9.722  0.396
66 H 4.489 -1.266 -8.513  0.043
67 H 3.450 -2.904 -6.055  0.051
68 H 1.766 -2.438 -6.256  0.376
69 H 2.889 -0.798 -4.964  0.375
70 H 2.293 -0.103 -6.471  0.257
71 H 3.570 1.148 -7.555  0.354
72 H 5.333 0.948 -7.558  0.266
73 H 4.533 1.731 -6.180  0.279
74 C -8.712 7.520 -6.757  -0.796
75 O -8.809 6.943 -5.478  -0.288
76 C -10.114 6.757 -4.974  -0.504
77 C -10.369 5.348 -4.483  -0.208
78 O -10.363 4.340 -5.474  -0.443
79 C -9.141 3.975 -6.096  -0.239
80 C -8.151 3.242 -5.218  -0.484
81 O -7.638 4.047 -4.182  -0.229
82 C -7.673 3.483 -2.887  -0.798
83 H -8.632 8.612 -6.699  0.281
84 H -7.810 7.133 -7.232  0.238
85 H -9.573 7.264 -7.384  0.375
86 H -10.865 7.023 -5.728  0.329
87 H -10.254 7.426 -4.114  0.362
88 H -11.393 5.345 -4.099  0.401
89 H -9.708 5.103 -3.649  0.042
90 H -8.666 4.825 -6.589  0.060
91 H -9.438 3.270 -6.877  0.394
92 H -7.319 2.931 -5.866  0.311
93 H -8.618 2.335 -4.817  0.351
94 H -8.518 2.796 -2.768  0.377
95 H -7.789 4.298 -2.172  0.217
96 H -6.742 2.955 -2.662  0.255
97 C 2.631 -6.703 3.050  -0.540
98 O 1.949 -5.482 2.905  -0.207
99 C 0.613 -5.565 2.444  -0.573
100 C -0.363 -4.799 3.311  -0.113
101 O -0.543 -5.295 4.628  -0.481
102 C 0.516 -5.200 5.560  -0.343
103 C 0.873 -3.801 6.014  -0.321
104 O 1.406 -3.018 4.968  -0.256
105 C 0.835 -1.734 4.804  -1.001
106 H 3.173 -6.971 2.135  0.287
107 H 3.355 -6.590 3.858  -0.082
108 H 1.950 -7.521 3.307  0.410
109 H 0.294 -6.610 2.364  0.383
110 H 0.563 -5.122 1.442  0.355
111 H -1.344 -4.916 2.842  0.441
112 H -0.129 -3.734 3.306  -0.093
113 H 1.409 -5.726 5.216  0.047
114 H 0.149 -5.728 6.445  0.437
115 H 1.632 -3.908 6.802  0.349
116 H -0.003 -3.315 6.458  0.230
117 H -0.209 -1.710 5.127  0.370
118 H 0.869 -1.481 3.744  0.353
119 H 1.398 -0.980 5.360  0.300
120 C 9.677 -5.120 5.532  -0.785
121 O 8.435 -5.021 4.878  -0.322
122 C 7.525 -6.076 5.113  -0.638
123 C 6.154 -5.597 5.542  0.194
124 O 6.094 -4.954 6.801  -0.475
125 C 6.661 -3.665 6.960  -0.244
126 C 5.936 -2.543 6.247  -0.380
127 O 6.014 -2.648 4.843  -0.366
128 C 4.778 -2.575 4.157  -0.515
129 H 10.417 -5.635 4.909  0.291
130 H 10.035 -4.109 5.727  0.238
131 H 9.592 -5.649 6.486  0.366
132 H 7.920 -6.771 5.863  0.343
133 H 7.389 -6.636 4.178  0.351
134 H 5.549 -6.500 5.669  0.351
135 H 5.686 -5.000 4.757  -0.141
136 H 7.727 -3.654 6.721  0.046
137 H 6.565 -3.460 8.030  0.405
138 H 6.411 -1.602 6.559  0.399
139 H 4.893 -2.518 6.580  0.195
140 H 3.953 -2.959 4.761  0.123
141 H 4.854 -3.184 3.256  0.268
142 H 4.552 -1.546 3.860  0.326

total energy: -106747.5512 eV
orbital gap: 7.94 eV
E_HOMO: -5.931 eV
LUMO level: 2.01 eV
total charge: -1